112
Properties=species:S:1:pos:R:3:lowdin_charge:R:1 method="wB97M-V/def2-TZVPD" largest_force_ev_per_a=4.5 lumo_energy_ev=-0.90 smiles="C[C@H](I)[C@@H](I)c1nc2cccc(S)c2nc1N.O=C1CCCO1.O=C1CCCO1.O=C1CCCO1.O=C1CCCO1.O=C1CCCO1.O=C1CCCO1.O=C1CCCO1" homo_lumo_gap_ha=0.291
C -2.334 -3.910 1.153 -0.1941
C -3.765 -3.221 1.367 -0.7705
I -5.212 -4.801 0.881 0.7621
C -3.839 -2.070 0.258 -0.7434
I -5.802 -1.161 0.083 0.8286
C -2.677 -1.025 0.421 -0.2484
N -1.702 -1.060 -0.519 0.1548
C -0.688 -0.133 -0.294 -0.1861
C 0.453 -0.124 -1.272 -0.0096
C 1.560 0.798 -1.128 -0.0609
C 1.540 1.779 0.000 -0.0958
C 0.433 1.782 0.945 -0.4888
S 0.480 3.024 2.285 0.7108
C -0.727 0.808 0.835 -0.2030
N -1.708 0.883 1.819 0.1532
C -2.645 -0.069 1.573 -0.2631
N -3.749 -0.172 2.542 0.0477
H -1.486 -3.247 1.467 0.0749
H -2.236 -4.030 0.029 0.0746
H -2.292 -4.948 1.571 0.0548
H -3.895 -2.826 2.404 0.0719
H -3.662 -2.610 -0.718 0.0752
H 0.480 -0.830 -2.144 0.1040
H 2.423 0.781 -1.843 0.1067
H 2.362 2.518 0.119 0.0707
H 0.714 2.390 3.482 -0.1279
H -3.325 0.165 3.419 0.0877
H -4.375 0.603 2.266 0.0643
O 4.476 1.419 0.483 0.0859
C 4.407 0.707 1.451 -0.4751
C 4.329 -0.799 1.442 -0.0791
C 3.868 -1.101 2.856 -0.1487
C 4.440 0.061 3.638 -0.1425
O 4.431 1.170 2.725 0.0221
H 5.320 -1.205 1.240 0.1273
H 3.611 -1.150 0.701 0.1236
H 4.196 -2.070 3.227 0.0921
H 2.775 -1.075 2.900 0.1234
H 5.470 -0.119 3.957 0.1330
H 3.838 0.303 4.513 0.1273
O 4.621 8.436 0.316 0.1228
C 4.322 7.300 0.077 -0.4773
C 3.604 6.811 -1.158 -0.0760
C 3.157 5.422 -0.739 -0.1633
C 4.226 5.025 0.258 -0.1588
O 4.631 6.251 0.886 0.0063
H 4.309 6.780 -1.990 0.1334
H 2.757 7.452 -1.397 0.1277
H 3.062 4.721 -1.569 0.1175
H 2.187 5.484 -0.237 0.1198
H 5.099 4.577 -0.224 0.1336
H 3.847 4.335 1.012 0.1055
O 5.860 -3.769 3.468 0.1167
C 5.513 -4.246 2.423 -0.4728
C 5.403 -5.717 2.109 -0.0662
C 5.318 -5.715 0.594 -0.1616
C 4.666 -4.382 0.305 -0.1528
O 5.118 -3.505 1.351 -0.0157
H 4.493 -6.111 2.568 0.1370
H 6.277 -6.260 2.465 0.1297
H 4.768 -6.558 0.184 0.0953
H 6.326 -5.733 0.171 0.1278
H 3.574 -4.437 0.344 0.1343
H 4.965 -3.982 -0.664 0.1239
O 4.521 6.468 7.234 0.1152
C 4.693 6.147 6.091 -0.4845
C 5.929 6.423 5.268 -0.0769
C 5.437 6.162 3.855 -0.1678
C 4.354 5.127 4.076 -0.1591
O 3.794 5.434 5.362 0.0283
H 6.715 5.724 5.562 0.1316
H 6.263 7.451 5.396 0.1273
H 6.217 5.829 3.171 0.1174
H 4.999 7.075 3.444 0.1176
H 4.751 4.108 4.103 0.1265
H 3.575 5.181 3.316 0.1126
O -6.447 -3.028 -3.505 0.0984
C -7.628 -2.919 -3.327 -0.4927
C -8.492 -1.786 -3.823 -0.0728
C -9.752 -1.959 -2.995 -0.1649
C -9.769 -3.451 -2.739 -0.1598
O -8.389 -3.838 -2.676 0.0225
H -8.682 -1.925 -4.890 0.1331
H -8.018 -0.823 -3.640 0.1061
H -10.656 -1.597 -3.487 0.1201
H -9.646 -1.422 -2.051 0.1009
H -10.249 -4.008 -3.549 0.1249
H -10.261 -3.700 -1.799 0.1256
O 3.820 -6.753 -1.795 0.1067
C 3.179 -6.081 -2.557 -0.4733
C 3.733 -5.249 -3.688 -0.0753
C 2.558 -4.347 -4.024 -0.1595
C 1.371 -5.206 -3.640 -0.1539
O 1.825 -6.003 -2.535 0.0356
H 3.993 -5.908 -4.519 0.1355
H 4.601 -4.678 -3.366 0.1225
H 2.536 -4.023 -5.065 0.1194
H 2.590 -3.454 -3.394 0.1159
H 1.062 -5.874 -4.447 0.1302
H 0.515 -4.607 -3.331 0.1274
O -9.441 0.965 -1.684 0.1155
C -8.782 1.751 -2.307 -0.4765
C -9.185 3.161 -2.662 -0.0756
C -8.183 3.515 -3.746 -0.1611
C -6.982 2.675 -3.364 -0.1524
O -7.527 1.492 -2.758 0.0014
H -9.073 3.795 -1.780 0.1352
H -10.208 3.194 -3.032 0.1286
H -7.960 4.581 -3.808 0.1186
H -8.566 3.195 -4.719 0.1207
H -6.340 3.174 -2.635 0.1298
H -6.384 2.398 -4.231 0.1285